Entry 1:
C40H35NP2PdS3 as an isolated structure. Source: the Open Molecules 2025 dataset; level of theory: ωB97M-V with the def2-TZVPD basis set.

The geometry in ORCA input format:
```
! RIJCOSX wB97M-V def2-TZVPD def2/J DEFGRID3
* xyz -2 1
Pd -1.01 -2.39 -0.22
C 3.30 1.36 0.80
C 3.38 0.47 2.01
C 4.25 0.77 3.05
C 4.35 -0.03 4.18
C 3.56 -1.17 4.27
C 2.69 -1.49 3.24
C 2.58 -0.69 2.10
P 1.31 -0.97 0.78
C 0.27 -2.32 1.53
C -0.72 -1.78 2.39
C -1.44 -2.56 3.28
C -1.25 -3.93 3.31
C -0.36 -4.50 2.41
C 0.40 -3.75 1.52
C 1.37 -4.49 0.63
C 2.32 -1.79 -0.50
C 3.65 -2.13 -0.33
C 4.36 -2.85 -1.29
C 3.68 -3.23 -2.45
C 2.37 -2.86 -2.66
C 1.63 -2.09 -1.72
C 0.27 -1.71 -1.94
H 3.89 2.27 0.93
H 2.27 1.65 0.57
H 3.67 0.84 -0.10
H 4.87 1.66 2.97
H 5.03 0.23 4.98
H 3.61 -1.81 5.15
H 2.07 -2.38 3.32
H -0.84 -0.70 2.39
H -2.17 -2.09 3.94
H -1.82 -4.55 4.00
H -0.24 -5.58 2.40
H 1.30 -5.56 0.83
H 2.40 -4.17 0.79
H 1.15 -4.31 -0.42
H 4.15 -1.87 0.60
H 5.39 -3.13 -1.13
H 4.20 -3.81 -3.21
H 1.87 -3.14 -3.58
H -0.12 -1.95 -2.93
H 0.04 -0.68 -1.65
S -2.86 -6.09 -0.75
C -2.34 -4.95 -1.97
N -2.51 -3.70 -1.69
C -3.11 -3.56 -0.44
C -3.49 -2.33 0.14
C -4.23 -2.37 1.32
C -4.55 -3.58 1.93
C -4.16 -4.79 1.39
C -3.44 -4.77 0.20
H -1.85 -5.30 -2.87
H -3.31 -1.40 -0.38
H -4.54 -1.44 1.77
H -5.12 -3.57 2.86
H -4.39 -5.73 1.88
S 1.77 4.19 -1.95
P -0.19 3.98 -1.66
S -1.01 2.26 -1.15
C -1.03 4.63 -3.18
C -0.87 5.96 -3.56
C -1.42 6.43 -4.74
C -2.13 5.57 -5.57
C -2.29 4.24 -5.20
C -1.75 3.77 -4.01
C -0.75 5.26 -0.45
C -2.12 5.48 -0.26
C -2.57 6.38 0.69
C -1.66 7.07 1.48
C -0.30 6.86 1.30
C 0.15 5.96 0.34
H -0.29 6.62 -2.93
H -1.28 7.47 -5.03
H -2.56 5.94 -6.50
H -2.84 3.57 -5.85
H -1.87 2.74 -3.70
H -2.82 4.91 -0.85
H -3.63 6.53 0.83
H -2.01 7.77 2.23
H 0.42 7.40 1.92
H 1.21 5.79 0.18
*
```

Calculated values
- relative energy (zero: lowest compared OMol25 entry of this formula, charge and spin) (kJ/mol) = 23.7
- E_HOMO (eV) = -0.347
- gap between HOMO and LUMO (eV) = 4.19
- E (Ha) = -3605.24030

Entry 2:
C22H16IrN3S4Sb as an isolated structure. Source: the Open Molecules 2025 dataset; level of theory: ωB97M-V with the def2-TZVPD basis set.

The geometry in ORCA input format:
```
! RIJCOSX wB97M-V def2-TZVPD def2/J DEFGRID3
* xyz 0 2
Ir -0.42 1.33 0.78
N 1.73 1.46 1.64
C 2.72 0.91 0.76
C 4.07 1.00 1.02
C 5.00 0.43 0.15
C 4.58 -0.24 -0.98
C 3.21 -0.33 -1.28
C 2.72 -1.00 -2.42
C 1.36 -1.03 -2.64
C 0.50 -0.40 -1.74
N 0.93 0.22 -0.66
C 2.27 0.26 -0.40
H 1.96 2.41 1.92
H 1.69 0.94 2.52
H 4.40 1.52 1.91
H 6.05 0.50 0.37
H 5.30 -0.69 -1.65
H 3.40 -1.48 -3.11
H 0.95 -1.53 -3.50
H -0.56 -0.40 -1.91
S 1.55 3.30 4.21
Sb -0.75 3.25 3.81
S -0.95 0.90 3.22
S -0.68 3.57 1.36
S -3.56 -1.82 -0.57
C -2.67 -2.62 0.70
C -2.85 -3.91 1.19
C -2.00 -4.34 2.19
C -0.99 -3.50 2.68
C -0.82 -2.22 2.19
C -1.68 -1.77 1.19
N -1.66 -0.53 0.58
C -2.57 -0.41 -0.36
C -2.61 0.78 -1.15
C -3.44 0.96 -2.26
C -3.30 2.09 -3.04
C -2.36 3.05 -2.71
C -1.56 2.90 -1.58
C -1.66 1.76 -0.79
H -3.63 -4.55 0.81
H -2.11 -5.34 2.59
H -0.34 -3.86 3.46
H -0.05 -1.57 2.57
H -4.17 0.20 -2.50
H -3.92 2.21 -3.92
H -2.24 3.93 -3.33
H -0.85 3.68 -1.33
*
```

Calculated values
- relative energy (zero: lowest compared OMol25 entry of this formula, charge and spin) (kJ/mol) = 218.8
- E_HOMO (spin up / spin down) (eV) = -6.785 / -6.748
- gap between HOMO and LUMO (spin up / spin down) (eV) = 5.65 / 5.17
- E (Ha) = -2949.61813

Entry 3:
A single C4H6O2 molecule. Source: the Open Molecules 2025 dataset; level of theory: ωB97M-V with the def2-TZVPD basis set.

The geometry in ORCA input format:
```
! RIJCOSX wB97M-V def2-TZVPD def2/J DEFGRID3
* xyz 0 1
C -1.35 -0.46 1.71
C -1.51 -0.46 0.39
O -0.49 -0.32 -0.55
C 0.55 0.52 -0.33
C 1.62 0.29 -1.36
O 0.61 1.33 0.56
H -0.39 -0.29 2.18
H -2.22 -0.62 2.34
H -2.46 -0.62 -0.11
H 1.19 0.26 -2.37
H 2.08 -0.69 -1.18
H 2.38 1.06 -1.28
*
```

Calculated values
- relative energy (zero: lowest compared OMol25 entry of this formula, charge and spin) (kJ/mol) = 81.5
- E_HOMO (eV) = -9.719
- SMILES string = C=COC(C)=O
- gap between HOMO and LUMO (eV) = 10.69
- E (Ha) = -306.47525

Entry 4:
C19H8Br8O5PtS as an isolated structure. Source: the Open Molecules 2025 dataset; level of theory: ωB97M-V with the def2-TZVPD basis set.

The geometry in ORCA input format:
```
! RIJCOSX wB97M-V def2-TZVPD def2/J DEFGRID3
* xyz -2 1
Pt -0.32 -0.20 0.84
Br 5.98 -1.70 3.44
C 4.21 -1.07 3.27
C 3.60 -0.35 4.29
Br 4.53 0.00 5.90
C 2.29 0.12 4.12
Br 1.40 1.10 5.47
C 1.56 -0.11 2.96
O 0.33 0.29 2.78
C 2.19 -0.87 1.91
O 1.52 -1.04 0.80
C 3.49 -1.31 2.08
Br 4.26 -2.25 0.62
Br -7.22 0.64 0.36
C -5.48 -0.10 0.23
C -5.30 -1.42 -0.14
Br -6.79 -2.53 -0.53
C -4.00 -1.95 -0.22
Br -3.67 -3.73 -0.77
C -2.87 -1.19 0.09
O -1.66 -1.65 0.02
C -3.07 0.17 0.50
O -2.00 0.88 0.74
C -4.36 0.68 0.54
Br -4.51 2.52 0.99
C 0.34 -1.00 -4.13
S -0.49 -0.75 -2.54
O -1.81 -0.15 -2.90
C 0.57 0.61 -2.04
C 1.91 0.39 -1.75
C 2.71 1.46 -1.39
C 2.17 2.74 -1.30
C 0.82 2.94 -1.56
C 0.01 1.87 -1.94
H 0.30 -0.07 -4.70
H -0.21 -1.79 -4.64
H 1.37 -1.31 -3.96
H 2.32 -0.61 -1.75
H 3.75 1.29 -1.13
H 2.79 3.57 -0.99
H 0.38 3.93 -1.46
H -1.05 1.99 -2.12
*
```

Calculated values
- relative energy (zero: lowest compared OMol25 entry of this formula, charge and spin) (kJ/mol) = 159.6
- E_HOMO (eV) = -1.626
- gap between HOMO and LUMO (eV) = 5.52
- E (Ha) = -22214.71348

Entry 5:
An isolated ion of composition C7H14N and charge +1. Source: the Open Molecules 2025 dataset; level of theory: ωB97M-V with the def2-TZVPD basis set.

The geometry in ORCA input format:
```
! RIJCOSX wB97M-V def2-TZVPD def2/J DEFGRID3
* xyz 1 1
C 0.25 -0.19 0.90
C 0.24 -1.25 1.63
C 0.43 2.38 0.87
C -0.10 0.40 -0.39
C 0.07 -2.63 1.10
C -1.43 -0.27 -1.04
C 1.14 0.42 -1.25
N -0.38 1.88 -0.19
H 0.43 -1.19 2.67
H -0.11 2.73 1.78
H 1.51 2.36 0.61
H 0.21 -2.50 0.02
H -0.82 -3.16 1.08
H 0.75 -3.32 1.53
H -1.25 -0.57 -2.01
H -2.36 0.29 -1.04
H -1.66 -1.20 -0.54
H 1.48 -0.58 -1.32
H 2.07 0.98 -0.95
H 0.98 0.80 -2.29
H -1.33 2.22 -0.05
H -0.12 2.40 -1.12
*
```

Calculated values
- relative energy (zero: lowest compared OMol25 entry of this formula, charge and spin) (kJ/mol) = 498.1
- E_HOMO (spin up / spin down) (eV) = -12.603 / -13.534
- gap between HOMO and LUMO (spin up / spin down) (eV) = 7.95 / 9.37
- E (Ha) = -329.41783

Entry 6:
A 2-piece molecular cluster, C5H14 overall. Source: the Open Molecules 2025 dataset; level of theory: ωB97M-V with the def2-TZVPD basis set.

The geometry in ORCA input format:
```
! RIJCOSX wB97M-V def2-TZVPD def2/J DEFGRID3
* xyz -1 2
C 1.22 -1.77 0.43
C 0.13 -0.63 0.45
C 0.54 -3.03 0.63
H 1.87 -1.46 1.29
H 1.86 -1.66 -0.43
H -0.34 -0.31 1.38
H 0.29 0.26 -0.17
H 1.37 -3.80 0.90
H 0.00 -3.26 -0.39
H -0.75 -1.09 -0.13
H -0.42 -2.76 1.24
C -1.04 2.68 -1.48
C -0.66 2.49 0.08
H -0.39 2.14 -2.12
H -2.11 2.37 -1.59
H -0.94 3.75 -1.76
H -0.96 1.45 0.24
H 0.41 2.61 0.28
H -1.05 3.29 0.64
*
```

Calculated values
- relative energy (zero: lowest compared OMol25 entry of this formula, charge and spin) (kJ/mol) = 151.2
- E_HOMO (spin up / spin down) (eV) = 1.482 / -7.368
- gap between HOMO and LUMO (spin up / spin down) (eV) = 2.63 / 11.57
- E (Ha) = -198.77495

Copy entry 4 word for word.
C19H8Br8O5PtS as an isolated structure. Source: the Open Molecules 2025 dataset; level of theory: ωB97M-V with the def2-TZVPD basis set.

The geometry in ORCA input format:
```
! RIJCOSX wB97M-V def2-TZVPD def2/J DEFGRID3
* xyz -2 1
Pt -0.32 -0.20 0.84
Br 5.98 -1.70 3.44
C 4.21 -1.07 3.27
C 3.60 -0.35 4.29
Br 4.53 0.00 5.90
C 2.29 0.12 4.12
Br 1.40 1.10 5.47
C 1.56 -0.11 2.96
O 0.33 0.29 2.78
C 2.19 -0.87 1.91
O 1.52 -1.04 0.80
C 3.49 -1.31 2.08
Br 4.26 -2.25 0.62
Br -7.22 0.64 0.36
C -5.48 -0.10 0.23
C -5.30 -1.42 -0.14
Br -6.79 -2.53 -0.53
C -4.00 -1.95 -0.22
Br -3.67 -3.73 -0.77
C -2.87 -1.19 0.09
O -1.66 -1.65 0.02
C -3.07 0.17 0.50
O -2.00 0.88 0.74
C -4.36 0.68 0.54
Br -4.51 2.52 0.99
C 0.34 -1.00 -4.13
S -0.49 -0.75 -2.54
O -1.81 -0.15 -2.90
C 0.57 0.61 -2.04
C 1.91 0.39 -1.75
C 2.71 1.46 -1.39
C 2.17 2.74 -1.30
C 0.82 2.94 -1.56
C 0.01 1.87 -1.94
H 0.30 -0.07 -4.70
H -0.21 -1.79 -4.64
H 1.37 -1.31 -3.96
H 2.32 -0.61 -1.75
H 3.75 1.29 -1.13
H 2.79 3.57 -0.99
H 0.38 3.93 -1.46
H -1.05 1.99 -2.12
*
```

Calculated values
- relative energy (zero: lowest compared OMol25 entry of this formula, charge and spin) (kJ/mol) = 159.6
- E_HOMO (eV) = -1.626
- gap between HOMO and LUMO (eV) = 5.52
- E (Ha) = -22214.71348